Density functional theory data (ωB97M-V/def2-TZVPD) for a molecular structure, C36H34N8O4SY in a non-equilibrium geometry.

Atoms and positions in Å:
Y 0.050 0.060 0.010
C 1.317 0.000 -4.255
C 1.508 0.067 -2.775
O 0.432 -0.154 -2.065
C 2.728 0.364 -2.226
C 3.075 0.510 -0.816
C 4.454 1.007 -0.504
N 2.236 0.230 0.135
N 2.692 0.452 1.473
C 1.749 0.289 2.352
O 0.488 -0.005 2.096
C 2.115 0.458 3.788
C 3.446 0.503 4.196
C 3.755 0.675 5.535
C 2.741 0.807 6.478
C 1.415 0.758 6.074
C 1.102 0.579 4.733
H 0.671 0.820 -4.577
H 0.798 -0.927 -4.509
H 2.253 0.053 -4.807
H 3.536 0.543 -2.922
H 4.971 1.303 -1.414
H 5.030 0.229 0.000
H 4.408 1.838 0.198
H 4.227 0.399 3.453
H 4.791 0.703 5.847
H 2.987 0.943 7.524
H 0.622 0.856 6.804
H 0.072 0.525 4.408
N -7.411 -0.557 -0.976
C -8.727 -0.353 -0.589
C -9.943 -0.664 -1.202
C -11.079 -0.305 -0.511
C -11.015 0.340 0.743
C -9.806 0.638 1.331
C -8.643 0.281 0.644
N -7.310 0.463 1.009
C -6.631 -0.047 0.024
C -5.154 -0.069 -0.007
C -4.460 0.482 1.063
C -3.084 0.463 1.037
N -2.385 -0.068 0.025
C -3.053 -0.589 -1.008
C -4.433 -0.613 -1.061
H -7.102 -0.994 -1.824
H -9.998 -1.159 -2.163
H -12.049 -0.522 -0.940
H -11.935 0.603 1.248
H -9.745 1.132 2.292
H -4.997 0.916 1.895
H -2.508 0.882 1.854
H -2.456 -0.997 -1.816
H -4.910 -1.053 -1.926
N -0.151 5.859 0.196
C 0.549 4.527 0.057
C -0.513 3.460 0.015
O -1.686 3.810 0.133
O -0.034 2.289 -0.037
H 0.487 6.651 0.243
H -0.749 5.837 1.024
H -0.807 5.979 -0.577
H 1.206 4.409 0.917
H 1.140 4.555 -0.855
S -0.187 -6.959 -0.113
C -0.076 -5.182 -0.052
C 0.618 -4.478 -1.027
C 0.638 -3.097 -0.972
N 0.013 -2.410 -0.008
C -0.627 -3.091 0.949
C -0.691 -4.470 0.970
C -1.673 -7.040 -1.088
C -2.922 -7.042 -0.484
C -4.050 -7.076 -1.290
N -4.010 -7.111 -2.624
C -2.801 -7.131 -3.188
C -1.613 -7.100 -2.472
H 1.132 -4.997 -1.824
H 1.159 -2.511 -1.718
H -1.095 -2.503 1.731
H -1.220 -4.979 1.764
H -3.015 -7.022 0.594
H -5.035 -7.076 -0.837
H -2.775 -7.176 -4.272
H -0.660 -7.124 -2.984

The calculation puts the LUMO energy at -2.72 eV. The orbital gap is 6.94 eV. For the HOMO energy, the calculation gives -9.66 eV. The energy relative to the best compared isomer or geometry (same formula, charge and spin) is 0.737 eV. Its net charge is +1.